{"formula": "C3H10OS", "method": "the ωB97M-V functional and the def2-TZVPD basis", "fmax_ev_per_a": 9.95, "e_tot_ev": -16153.0480, "homo_lumo_gap_ev": 9.412, "lumo_ev": 0.8, "total_charge": 0, "smiles": "CSC.CO", "homo_energy_ev": -8.585, "de_lowest_kcal_mol": 65.0, "elements": ["C", "O", "H", "H", "H", "H", "C", "C", "S", "H", "H", "H", "H", "H", "H"], "xyz": [[1.31530, 1.83926, -1.66625], [0.12402, 1.46725, -1.04879], [-0.30940, 0.85927, -1.42442], [0.95151, 2.73022, -2.13709], [2.06815, 1.93639, -0.77505], [1.61407, 1.07672, -2.35748], [-0.19962, -1.94235, 0.18450], [-1.01898, -0.30770, 2.02816], [0.52298, -1.34748, 1.86243], [-0.69606, -0.90715, -0.26278], [0.57623, -2.42490, -0.53881], [-1.03105, -2.59961, 0.30520], [-1.85967, -1.04201, 1.98342], [-1.16724, 0.36086, 1.02178], [-0.89026, 0.30121, 2.82518]], "lowdin_charge": [-0.131, -0.085, -0.064, 0.071, 0.124, 0.071, -0.403, -0.421, 0.660, 0.047, 0.058, -0.005, 0.041, 0.071, -0.033]}